Molecular formula: C3H3F2NO
Method: DFT, ωB97M-V with the def2-TZVPD basis set

The geometry in ORCA input format:
```
! RIJCOSX wB97M-V def2-TZVPD def2/J DEFGRID3
* xyz 0 1
C 0.263 -0.303 -0.147
C -1.124 -0.218 0.363
C 0.665 1.216 -0.022
N -0.480 1.880 0.517
O -1.440 1.017 0.642
F 1.722 1.246 0.793
F 0.325 -0.759 -1.410
H 1.082 -1.047 0.364
H -1.784 -0.952 0.479
H 1.097 1.708 -0.871
*
```

Computed properties:
energy	-445.66345	Ha
HOMO-LUMO gap (spin up / spin down)	8.3 / 9.0	eV